# 1
Here is a cluster of 5 separate species, C31H68ClN4O12 in total at a distorted geometry from OMol25. Energies are from ωB97M-V/def2-TZVPD.

Each atom is followed by the atoms it is bonded to, with distances in Å.
Cartesian coordinates (Å):
1 C -2.63 0.02 1.31  C2 1.428, H13 1.129, H14 1.143
2 C -2.30 -1.37 1.30  C1 1.428, N3 1.474, H15 1.128
3 N -3.25 -2.26 0.61  C2 1.474, N4 1.358, C8 1.413
4 N -3.43 -2.06 -0.72  N3 1.358, C5 1.434, H16 1.024
5 C -4.43 -3.03 -1.06  N4 1.434, N6 1.346, N7 1.427
6 N -4.94 -3.16 -2.30  C5 1.346, H17 1.021, H18 1.026
7 N -4.83 -3.81 0.07  C5 1.427, C8 1.453
8 C -4.04 -3.29 1.18  N3 1.413, N7 1.453, C9 1.577
9 C -4.15 -3.79 2.67  C8 1.577, C10 1.602, H19 1.134, H20 1.143
10 C -2.75 -4.01 3.41  C9 1.602, C11 1.620, H21 1.146, H22 1.131
11 C -2.93 -3.38 4.90  C10 1.620, Cl12 1.826, H23 1.139, H24 1.134
12 Cl -1.34 -3.15 5.77  C11 1.826
13 H -2.57 0.68 2.23  C1 1.129
14 H -3.03 0.50 0.35  C1 1.143
15 H -1.32 -1.68 1.76  C2 1.128
16 H -2.96 -1.34 -1.28  N4 1.024
17 H -4.37 -3.10 -3.14  N6 1.021
18 H -5.95 -3.32 -2.40  N6 1.026
19 H -4.76 -3.03 3.25  C9 1.134
20 H -4.69 -4.79 2.64  C9 1.143
21 H -2.65 -5.14 3.59  C10 1.146
22 H -1.85 -3.61 2.87  C10 1.131
23 H -3.42 -2.36 4.79  C11 1.139
24 H -3.65 -4.04 5.47  C11 1.134
25 C -0.97 2.65 -4.75  O26 1.414, H34 1.095, H35 1.092, H36 1.095
26 O -1.07 3.56 -3.67  C25 1.414, C27 1.420
27 C -2.22 3.34 -2.86  O26 1.420, C28 1.524, H37 1.097, H38 1.099
28 C -1.90 3.55 -1.38  C27 1.524, O29 1.428, H39 1.098, H40 1.086
29 O -1.11 2.52 -0.79  C28 1.428, C30 1.431
30 C 0.24 2.41 -1.24  O29 1.431, C31 1.526, H41 1.090, H42 1.095
31 C 1.16 3.56 -0.83  C30 1.526, O32 1.422, H43 1.096, H44 1.096
32 O 0.84 4.75 -1.54  C31 1.422, C33 1.416
33 C 0.87 5.91 -0.74  O32 1.416, H45 1.095, H46 1.091, H47 1.093
34 H -1.67 2.93 -5.54  C25 1.095
35 H 0.05 2.71 -5.14  C25 1.092
36 H -1.14 1.62 -4.43  C25 1.095
37 H -2.63 2.34 -3.01  C27 1.097
38 H -2.98 4.07 -3.17  C27 1.099
39 H -2.85 3.53 -0.84  C28 1.098
40 H -1.47 4.53 -1.20  C28 1.086
41 H 0.28 2.22 -2.31  C30 1.090
42 H 0.63 1.50 -0.76  C30 1.095
43 H 2.19 3.30 -1.08  C31 1.096
44 H 1.08 3.71 0.25  C31 1.096
45 H 0.35 5.76 0.21  C33 1.095
46 H 0.36 6.71 -1.28  C33 1.091
47 H 1.91 6.21 -0.56  C33 1.093
48 C 5.36 -0.84 1.13  O49 1.415, H57 1.095, H58 1.092, H59 1.094
49 O 4.77 -1.44 -0.01  C48 1.415, C50 1.419
50 C 3.36 -1.26 -0.07  O49 1.419, C51 1.524, H60 1.097, H61 1.100
51 C 2.90 -1.01 -1.50  C50 1.524, O52 1.426, H62 1.099, H63 1.087
52 O 3.24 0.27 -2.03  C51 1.426, C53 1.430
53 C 4.63 0.53 -2.26  O52 1.430, C54 1.526, H64 1.090, H65 1.095
54 C 5.25 -0.28 -3.39  C53 1.526, O55 1.423, H66 1.096, H67 1.096
55 O 5.39 -1.65 -3.03  C54 1.423, C56 1.416
56 C 5.07 -2.54 -4.08  O55 1.416, H68 1.095, H69 1.091, H70 1.093
57 H 5.17 -1.44 2.02  C48 1.095
58 H 6.44 -0.80 0.96  C48 1.092
59 H 5.01 0.18 1.28  C48 1.094
60 H 3.04 -0.42 0.57  C50 1.097
61 H 2.90 -2.18 0.31  C50 1.100
62 H 1.80 -1.04 -1.50  C51 1.099
63 H 3.22 -1.81 -2.17  C51 1.087
64 H 5.19 0.44 -1.33  C53 1.090
65 H 4.68 1.58 -2.54  C53 1.095
66 H 6.26 0.10 -3.58  C54 1.096
67 H 4.65 -0.16 -4.29  C54 1.096
68 H 4.13 -2.25 -4.57  C56 1.095
69 H 4.93 -3.53 -3.65  C56 1.091
70 H 5.88 -2.58 -4.81  C56 1.093
71 C 10.46 3.41 -5.21  O72 1.415, H80 1.095, H81 1.092, H82 1.094
72 O 9.66 4.31 -4.48  C71 1.415, C73 1.422
73 C 9.79 5.66 -4.91  O72 1.422, C74 1.524, H83 1.096, H84 1.099
74 C 8.45 6.38 -4.89  C73 1.524, O75 1.427, H85 1.098, H86 1.087
75 O 7.53 5.99 -5.91  C74 1.427, C76 1.428
76 C 7.01 4.66 -5.84  O75 1.428, C77 1.526, H87 1.090, H88 1.095
77 C 6.05 4.42 -4.68  C76 1.526, O78 1.423, H89 1.097, H90 1.096
78 O 6.74 4.40 -3.43  C77 1.423, C79 1.415
79 C 6.04 5.07 -2.40  O78 1.415, H91 1.095, H92 1.091, H93 1.094
80 H 11.51 3.49 -4.90  C71 1.095
81 H 10.11 2.39 -5.00  C71 1.092
82 H 10.38 3.57 -6.29  C71 1.094
83 H 10.21 5.71 -5.92  C73 1.096
84 H 10.48 6.16 -4.23  C73 1.099
85 H 8.65 7.44 -5.07  C74 1.098
86 H 7.98 6.33 -3.90  C74 1.087
87 H 7.81 3.93 -5.86  C76 1.090
88 H 6.44 4.53 -6.76  C76 1.095
89 H 5.58 3.44 -4.80  C77 1.097
90 H 5.26 5.18 -4.69  C77 1.096
91 H 5.66 6.04 -2.73  C79 1.095
92 H 6.74 5.25 -1.58  C79 1.091
93 H 5.22 4.44 -2.03  C79 1.094
94 C -10.34 -6.73 5.60  O95 1.415, H103 1.095, H104 1.092, H105 1.095
95 O -9.27 -6.28 6.41  C94 1.415, C96 1.420
96 C -7.99 -6.47 5.83  O95 1.420, C97 1.524, H106 1.097, H107 1.099
97 C -7.07 -5.29 6.12  C96 1.524, O98 1.428, H108 1.099, H109 1.087
98 O -7.38 -4.10 5.40  C97 1.428, C99 1.430
99 C -8.60 -3.44 5.73  O98 1.430, C100 1.526, H110 1.090, H111 1.095
100 C -8.63 -2.80 7.11  C99 1.526, O101 1.422, H112 1.096, H113 1.096
101 O -8.68 -3.78 8.14  C100 1.422, C102 1.416
102 C -7.85 -3.48 9.25  O101 1.416, H114 1.095, H115 1.091, H116 1.093
103 H -10.40 -7.83 5.63  C94 1.095
104 H -11.26 -6.31 5.98  C94 1.092
105 H -10.22 -6.40 4.56  C94 1.095
106 H -8.06 -6.62 4.75  C96 1.097
107 H -7.57 -7.38 6.28  C96 1.099
108 H -6.07 -5.58 5.79  C97 1.099
109 H -6.99 -5.10 7.19  C97 1.087
110 H -9.45 -4.10 5.58  C99 1.090
111 H -8.71 -2.64 4.99  C99 1.095
112 H -9.54 -2.19 7.21  C100 1.096
113 H -7.76 -2.14 7.23  C100 1.096
114 H -6.86 -3.15 8.92  C102 1.095
115 H -7.73 -4.39 9.84  C102 1.091
116 H -8.32 -2.71 9.87  C102 1.093

The calculation puts the largest force on an atom at 5.025 eV/Å. As for the total charge: +1. The lowest unoccupied orbital energy comes out at -3.627 eV. For the electronic energy, the calculation gives -76284.8620 eV.

Atom charges from the Mulliken analysis, given in e for atoms 1 to 6:
1. C -0.57
2. C -0.13
3. N 0.50
4. N -0.24
5. C 0.40
6. N -0.37

# 2
Here is a cluster of 5 separate species, C31H69BF9N4O4 in total at a distorted geometry from OMol25. Energies are from ωB97M-V/def2-TZVPD.

Each atom is followed by the atoms it is bonded to, with distances in Å.
Cartesian coordinates (Å):
1 C -0.22 -1.26 -3.27  C2 1.529, H26 1.085, H27 1.087, H28 1.089
2 C 1.04 -0.40 -3.25  C1 1.529, C3 1.524, H29 1.092, H30 1.090
3 C 1.19 0.46 -2.00  C2 1.524, C4 1.534, H31 1.092, H32 1.093
4 C 0.01 1.41 -1.74  C3 1.534, C5 1.543, H33 1.087, H34 1.087
5 C 0.13 2.78 -2.44  C4 1.543, C6 1.532, H35 1.090, H36 1.093
6 C -1.03 3.11 -3.38  C5 1.532, C7 1.546, H37 1.089, H38 1.093
7 C -2.43 2.80 -2.80  C6 1.546, C8 1.529, H39 1.084, H40 1.085
8 C -3.46 3.92 -2.95  C7 1.529, C9 1.552, H41 1.091, H42 1.097
9 C -4.89 3.32 -2.93  C8 1.552, B10 1.662, H43 1.093, H44 1.097
10 B -5.15 2.36 -1.60  C9 1.662, C11 1.669, H45 1.225, H46 1.230
11 C -5.05 0.74 -1.99  B10 1.669, C12 1.530, H47 1.089, H48 1.087
12 C -5.83 -0.06 -0.95  C11 1.530, C13 1.508, H49 1.085, H50 1.088
13 C -5.47 -1.50 -0.74  C12 1.508, F14 1.361, F15 1.340, C16 1.541
14 F -6.53 -2.19 -0.25  C13 1.361
15 F -4.52 -1.62 0.20  C13 1.340
16 C -4.98 -2.34 -1.94  C13 1.541, F17 1.316, F18 1.348, C19 1.565
17 F -3.82 -1.96 -2.41  C16 1.316
18 F -4.76 -3.58 -1.46  C16 1.348
19 C -6.00 -2.51 -3.12  C16 1.565, F20 1.333, F21 1.324, C22 1.557
20 F -6.42 -3.77 -3.15  C19 1.333
21 F -7.08 -1.75 -3.01  C19 1.324
22 C -5.39 -2.27 -4.54  C19 1.557, F23 1.287, F24 1.304, F25 1.335
23 F -4.92 -1.08 -4.71  C22 1.287
24 F -4.52 -3.19 -4.83  C22 1.304
25 F -6.39 -2.42 -5.40  C22 1.335
26 H -0.51 -1.62 -2.29  C1 1.085
27 H -0.11 -2.07 -3.99  C1 1.087
28 H -1.05 -0.66 -3.64  C1 1.089
29 H 1.91 -1.07 -3.28  C2 1.092
30 H 1.09 0.26 -4.11  C2 1.090
31 H 1.27 -0.19 -1.13  C3 1.092
32 H 2.11 1.05 -2.03  C3 1.093
33 H -0.90 0.87 -1.99  C4 1.087
34 H -0.05 1.60 -0.68  C4 1.087
35 H 0.22 3.54 -1.68  C5 1.090
36 H 1.05 2.81 -3.03  C5 1.093
37 H -0.94 4.14 -3.72  C6 1.089
38 H -0.90 2.50 -4.28  C6 1.093
39 H -2.31 2.62 -1.74  C7 1.084
40 H -2.83 1.93 -3.33  C7 1.085
41 H -3.41 4.63 -2.12  C8 1.091
42 H -3.27 4.50 -3.86  C8 1.097
43 H -5.58 4.17 -2.92  C9 1.093
44 H -4.97 2.73 -3.85  C9 1.097
45 H -4.38 2.63 -0.69  B10 1.225
46 H -6.30 2.55 -1.20  B10 1.230
47 H -5.57 0.64 -2.94  C11 1.089
48 H -3.99 0.48 -2.04  C11 1.087
49 H -6.88 -0.02 -1.23  C12 1.085
50 H -5.78 0.42 0.03  C12 1.088
51 C 6.32 -2.31 -0.01  C52 1.525, H57 1.090, H58 1.091, H59 1.092
52 C 5.17 -1.98 0.93  C51 1.525, C53 1.537, N56 1.468, H60 1.095
53 C 3.97 -2.93 0.81  C52 1.537, O54 1.412, H61 1.094, H62 1.098
54 O 3.16 -2.70 -0.32  C53 1.412, C55 1.417
55 C 3.62 -3.29 -1.53  O54 1.417, H63 1.092, H64 1.094, H65 1.090
56 N 4.78 -0.58 0.73  C52 1.468, H66 1.017, H67 1.018
57 H 6.11 -2.01 -1.04  C51 1.090
58 H 7.23 -1.79 0.30  C51 1.091
59 H 6.53 -3.38 -0.01  C51 1.092
60 H 5.56 -2.08 1.96  C52 1.095
61 H 3.32 -2.76 1.68  C53 1.094
62 H 4.29 -3.98 0.85  C53 1.098
63 H 4.12 -4.24 -1.36  C55 1.092
64 H 4.29 -2.60 -2.05  C55 1.094
65 H 2.75 -3.46 -2.16  C55 1.090
66 H 4.09 -0.33 1.43  N56 1.017
67 H 4.27 -0.53 -0.14  N56 1.018
68 C 3.45 4.37 3.26  C69 1.526, H74 1.090, H75 1.090, H76 1.092
69 C 2.75 3.07 2.86  C68 1.526, C70 1.536, N73 1.469, H77 1.095
70 C 2.48 2.96 1.35  C69 1.536, O71 1.414, H78 1.095, H79 1.098
71 O 1.39 3.73 0.89  C70 1.414, C72 1.415
72 C 1.69 5.10 0.65  O71 1.415, H80 1.094, H81 1.093, H82 1.090
73 N 1.52 2.93 3.65  C69 1.469, H83 1.017, H84 1.018
74 H 2.77 5.22 3.26  C68 1.090
75 H 3.86 4.28 4.27  C68 1.090
76 H 4.28 4.59 2.59  C68 1.092
77 H 3.42 2.25 3.13  C69 1.095
78 H 2.20 1.92 1.14  C70 1.095
79 H 3.38 3.17 0.77  C70 1.098
80 H 2.71 5.22 0.27  C72 1.094
81 H 1.54 5.70 1.55  C72 1.093
82 H 0.99 5.46 -0.11  C72 1.090
83 H 1.11 2.02 3.45  N73 1.017
84 H 0.84 3.59 3.27  N73 1.018
85 C 0.75 5.89 7.86  C86 1.526, H91 1.090, H92 1.091, H93 1.093
86 C 0.71 4.70 6.90  C85 1.526, C87 1.536, N90 1.463, H94 1.094
87 C -0.19 3.55 7.38  C86 1.536, O88 1.418, H95 1.092, H96 1.098
88 O 0.37 2.75 8.41  C87 1.418, C89 1.413
89 C 0.23 3.28 9.72  O88 1.413, H97 1.094, H98 1.093, H99 1.091
90 N 2.08 4.26 6.65  C86 1.463, H100 1.020, H101 1.018
91 H 1.37 5.70 8.74  C85 1.090
92 H 1.17 6.76 7.36  C85 1.091
93 H -0.26 6.15 8.20  C85 1.093
94 H 0.30 5.06 5.96  C86 1.094
95 H -0.33 2.87 6.54  C87 1.092
96 H -1.18 3.92 7.67  C87 1.098
97 H -0.71 3.83 9.84  C89 1.094
98 H 1.07 3.93 9.97  C89 1.093
99 H 0.24 2.45 10.42  C89 1.091
100 H 2.06 3.53 5.93  N90 1.020
101 H 2.40 3.76 7.48  N90 1.018
102 C 0.52 -6.30 -1.49  C103 1.525, H108 1.090, H109 1.090, H110 1.092
103 C 1.46 -6.25 -2.69  C102 1.525, C104 1.536, N107 1.468, H111 1.094
104 C 1.07 -7.20 -3.83  C103 1.536, O105 1.417, H112 1.094, H113 1.097
105 O 1.37 -8.56 -3.60  C104 1.417, C106 1.416
106 C 0.42 -9.26 -2.82  O105 1.416, H114 1.093, H115 1.092, H116 1.090
107 N 2.83 -6.50 -2.22  C103 1.468, H117 1.017, H118 1.017
108 H 0.67 -7.19 -0.88  C102 1.090
109 H 0.68 -5.44 -0.85  C102 1.090
110 H -0.53 -6.28 -1.82  C102 1.092
111 H 1.43 -5.23 -3.09  C103 1.094
112 H 1.65 -6.92 -4.71  C104 1.094
113 H 0.01 -7.08 -4.10  C104 1.097
114 H -0.60 -8.90 -3.00  C106 1.093
115 H 0.66 -9.18 -1.75  C106 1.092
116 H 0.47 -10.32 -3.09  C106 1.090
117 H 3.48 -6.36 -2.99  N107 1.017
118 H 2.91 -7.50 -2.01  N107 1.017

The calculation puts the largest force on an atom at 1.883 eV/Å. As for the total charge: -1. The lowest unoccupied orbital energy comes out at 2.066 eV. For the electronic energy, the calculation gives -72549.5926 eV.

Atom charges from the Mulliken analysis, given in e for atoms 1 to 6:
1. C -1.30
2. C -0.56
3. C -0.82
4. C 0.29
5. C -0.36
6. C -1.08

The highest total charge belongs to which entry? C31H68ClN4O12

The highest largest force on an atom belongs to which entry? C31H68ClN4O12

Which of these has the highest largest force on an atom? C31H68ClN4O12

Which of these has the highest electronic energy? C31H69BF9N4O4